This record from OMol25 describes a molecular structure, H9Na4O6 in a non-equilibrium geometry. The level of theory is ωB97M-V/def2-TZVPD.

Positions of all 19 atoms, in Å:
Na  0.496  1.983  1.423
Na  0.999  -0.363  1.480
Na  -1.468  0.687  -0.084
Na  0.940  -0.490  -0.957
O  0.234  0.706  0.313
H  -0.202  -0.152  0.141
O  2.352  2.076  1.034
H  2.011  1.161  0.996
O  0.854  -1.665  0.285
H  -0.109  -1.642  0.447
O  0.893  1.854  -1.102
H  0.988  1.175  -1.770
H  0.594  1.385  -0.323
O  -1.326  -0.972  1.011
H  -1.956  -1.684  1.126
H  -1.036  -1.052  0.103
O  -1.277  -0.885  -1.031
H  -1.487  -1.778  -1.305
H  -1.501  -0.343  -1.787

Its net charge is +1. The HOMO energy comes out at -10.815 eV. Its multiplicity is 1. The orbital gap is 5.69 eV. For the total energy, the calculation gives -30074.537 eV. For the lowest unoccupied orbital energy, the calculation gives -5.12 eV.


This record from OMol25 describes a molecular structure, C11H29Ba2F3HgNO26S5Zn in a non-equilibrium geometry. The level of theory is ωB97M-V/def2-TZVPD.

Positions of all 79 atoms, in Å:
Ba  18.353  -9.781  -0.431
Ba  23.044  -8.767  -0.383
Hg  23.765  -12.186  2.288
Zn  21.302  -8.191  3.493
S  19.823  -7.174  0.858
O  20.522  -8.172  0.012
O  20.343  -5.858  0.538
O  18.393  -7.257  0.564
O  19.993  -7.455  2.285
S  21.100  -11.090  1.917
O  21.525  -12.300  2.587
O  19.884  -11.265  1.078
O  20.940  -9.975  2.830
O  22.234  -10.795  1.014
S  25.923  -9.570  1.216
O  26.102  -9.094  2.592
O  27.151  -10.280  0.715
O  24.881  -10.581  1.268
O  25.473  -8.558  0.276
S  23.124  -6.664  2.575
O  22.714  -5.516  1.780
O  22.622  -7.890  2.070
O  24.504  -6.667  2.961
O  22.326  -6.651  3.786
C  23.686  -10.418  7.029
F  23.863  -9.345  7.784
F  24.709  -11.251  7.211
F  22.613  -11.048  7.396
S  23.619  -9.820  5.141
O  24.758  -8.862  4.958
O  23.830  -11.015  4.292
O  22.333  -9.195  4.811
C  16.603  -12.593  -2.248
C  17.830  -13.288  -1.727
O  18.201  -12.859  -0.460
O  16.832  -11.202  -2.433
H  15.707  -12.823  -1.673
H  16.321  -12.964  -3.233
H  18.534  -12.920  -2.473
H  17.754  -14.355  -1.937
H  19.089  -13.083  -0.172
H  16.342  -10.786  -3.146
C  16.162  -11.196  1.568
C  15.098  -10.169  1.232
O  15.615  -9.455  0.142
O  17.355  -10.512  1.980
H  16.288  -11.806  0.674
H  15.850  -11.693  2.487
H  15.028  -9.588  2.151
H  14.163  -10.625  0.904
H  15.295  -8.556  0.243
H  18.017  -11.142  2.273
C  18.475  -14.422  2.628
C  19.622  -15.241  1.937
O  20.393  -14.317  1.135
O  19.180  -13.710  3.642
H  17.782  -15.134  3.076
H  17.849  -13.803  1.985
H  19.095  -15.941  1.289
H  20.212  -15.697  2.733
H  20.384  -13.410  1.451
H  19.881  -13.147  3.304
C  19.126  -10.353  5.154
C  18.640  -8.976  4.664
C  17.268  -8.505  5.285
O  16.980  -7.196  4.950
C  15.692  -6.779  5.311
N  19.645  -7.943  4.875
H  19.463  -10.287  6.188
H  20.037  -10.811  4.769
H  18.392  -11.157  5.093
H  18.488  -8.937  3.585
H  17.376  -8.715  6.349
H  16.478  -9.167  4.931
H  15.011  -7.249  4.602
H  15.562  -5.711  5.484
H  15.445  -7.197  6.287
H  19.153  -7.116  4.566
H  19.788  -7.709  5.847

Its net charge is 0. The HOMO energy (spin up / spin down) comes out at -7.179 / -7.160 eV. As for the expectation value of S²: 0.7642. Its multiplicity is 2. The orbital gap (spin up / spin down) is 4.52 / 4.33 eV. For the total energy, the calculation gives -182912.205 eV. For the lowest unoccupied orbital energy (spin up / spin down), the calculation gives -2.66 / -2.84 eV.


This record from OMol25 describes 4 unconnected molecules or ions with the total composition CH7O5 in a non-equilibrium geometry. The level of theory is ωB97M-V/def2-TZVPD.

Positions of all 13 atoms, in Å:
O  0.309  0.299  -1.826
C  0.857  -0.638  -1.188
O  0.950  -0.811  0.038
H  1.373  -1.336  -1.898
H  2.070  0.089  2.244
H  2.040  0.655  0.871
O  2.546  0.716  1.693
H  -0.699  -0.655  0.879
H  -2.137  -0.283  1.039
O  -1.430  -0.751  1.520
H  -1.144  0.860  -1.071
H  -2.659  0.740  -1.482
O  -2.077  1.116  -0.818

Its net charge is -1. The HOMO energy comes out at -5.510 eV. Its multiplicity is 1. The orbital gap is 9.50 eV. For the total energy, the calculation gives -11390.664 eV. For the lowest unoccupied orbital energy, the calculation gives 3.99 eV.


This record from OMol25 describes CH2O2S2 in the gas phase in a non-equilibrium geometry. The level of theory is ωB97M-V/def2-TZVPD.

Positions of all 7 atoms, in Å:
C  -1.041  -0.652  -0.142
O  2.129  1.317  0.088
O  -1.467  0.626  0.021
S  2.431  -0.123  0.102
S  0.529  -1.233  0.119
H  -0.737  1.335  0.234
H  -1.845  -1.268  -0.422

Its net charge is 0. The HOMO energy (spin up / spin down) comes out at -7.543 / -7.531 eV. Its multiplicity is 1. The orbital gap (spin up / spin down) is 6.49 / 6.47 eV. For the total energy, the calculation gives -26831.803 eV. For the lowest unoccupied orbital energy (spin up / spin down), the calculation gives -1.05 / -1.06 eV.


This record from OMol25 describes a molecular structure, C41H56GeN8O2PSTi. The level of theory is ωB97M-V/def2-TZVPD.

Positions of all 111 atoms, in Å:
Ti  0.038  0.167  -0.602
C  -0.952  -1.738  -2.797
N  0.179  -0.797  -2.750
C  1.418  -1.540  -3.036
C  -0.002  0.241  -3.803
C  -0.583  1.528  -3.258
N  0.216  2.009  -2.119
C  -0.418  3.212  -1.554
C  1.556  2.381  -2.593
H  -0.866  -2.458  -1.983
H  -0.965  -2.277  -3.753
H  -1.882  -1.187  -2.679
H  1.421  -1.893  -4.074
H  1.496  -2.405  -2.382
H  2.285  -0.898  -2.875
H  -0.649  -0.149  -4.595
H  0.969  0.428  -4.260
H  -1.613  1.405  -2.917
H  -0.579  2.281  -4.062
H  -0.415  4.028  -2.291
H  0.144  3.533  -0.676
H  -1.449  2.976  -1.295
H  1.473  3.013  -3.487
H  2.145  1.498  -2.837
H  2.073  2.926  -1.811
N  8.478  0.521  -2.608
C  7.305  0.759  -1.904
C  6.255  1.467  -2.494
C  5.074  1.668  -1.806
C  4.916  1.149  -0.528
C  5.954  0.449  0.071
C  7.140  0.258  -0.610
S  3.415  1.430  0.354
O  2.966  2.752  0.007
O  3.661  1.129  1.740
N  2.290  0.405  -0.240
C  2.433  -0.911  0.067
N  1.244  -1.547  -0.014
C  1.208  -2.849  0.241
C  2.348  -3.547  0.586
C  3.525  -2.808  0.635
N  3.587  -1.511  0.375
H  8.674  1.161  -3.360
H  9.289  0.318  -2.049
H  6.377  1.873  -3.492
H  4.280  2.249  -2.254
H  5.817  0.062  1.070
H  7.951  -0.286  -0.141
H  0.238  -3.318  0.179
H  2.323  -4.603  0.804
H  4.467  -3.285  0.889
N  0.260  -1.234  2.938
C  0.741  -0.274  3.811
C  1.383  -0.709  4.980
C  1.758  0.183  5.959
C  1.480  1.540  5.813
C  0.869  1.976  4.655
C  0.527  1.099  3.619
P  -0.252  1.739  2.086
C  -2.010  1.816  2.623
C  -2.408  1.285  3.850
C  -3.734  1.341  4.253
C  -4.683  1.947  3.445
C  -4.304  2.461  2.215
C  -2.986  2.369  1.792
C  0.303  3.497  2.122
C  -0.558  4.580  1.954
C  -0.066  5.878  1.917
C  1.294  6.115  2.045
C  2.158  5.043  2.215
C  1.669  3.748  2.251
H  0.787  -2.091  2.904
H  -0.077  -0.929  2.035
H  1.557  -1.771  5.111
H  2.251  -0.180  6.852
H  1.742  2.245  6.590
H  0.660  3.030  4.539
H  -1.678  0.829  4.504
H  -4.019  0.919  5.208
H  -5.715  2.008  3.766
H  -5.041  2.919  1.571
H  -2.727  2.716  0.799
H  -1.623  4.433  1.872
H  -0.754  6.704  1.792
H  1.677  7.127  2.014
H  3.223  5.210  2.312
H  2.360  2.927  2.381
C  -5.412  1.559  -1.287
C  -4.318  0.630  -0.779
C  -2.941  1.040  -1.219
N  -1.943  0.389  -0.690
H  -6.409  1.168  -1.071
H  -5.316  1.688  -2.366
H  -5.336  2.549  -0.839
H  -4.479  -0.361  -1.215
H  -4.367  0.499  0.311
C  -3.978  -2.859  -1.251
Ge  -2.862  -2.341  0.296
C  -1.907  -4.039  0.652
C  -4.024  -2.165  1.869
C  -1.781  -0.697  0.254
H  -4.061  -3.948  -1.246
H  -3.570  -2.558  -2.215
H  -4.982  -2.447  -1.163
H  -2.686  -4.774  0.864
H  -1.262  -3.982  1.530
H  -1.335  -4.418  -0.198
H  -4.677  -3.032  1.976
H  -4.640  -1.269  1.801
H  -3.408  -2.082  2.767
H  -1.929  -0.324  1.274

Its net charge is 0. The HOMO energy (spin up / spin down) comes out at -6.512 / -6.535 eV. As for the expectation value of S²: 0.7569. Its multiplicity is 2. The orbital gap (spin up / spin down) is 6.64 / 6.62 eV. For the total energy, the calculation gives -159196.710 eV. For the lowest unoccupied orbital energy (spin up / spin down), the calculation gives 0.13 / 0.09 eV.


This record from OMol25 describes a molecular structure, C48H58N4O6Sc in a non-equilibrium geometry. The level of theory is ωB97M-V/def2-TZVPD.

Positions of all 117 atoms, in Å:
Sc  -7.826  -15.601  11.934
O  -6.337  -15.573  13.488
C  -6.029  -14.227  14.027
C  -7.052  -13.203  13.449
O  -6.833  -12.044  13.646
O  -8.021  -13.757  12.770
C  -6.151  -14.272  15.511
C  -6.771  -15.294  16.211
C  -6.576  -15.393  17.575
C  -5.765  -14.511  18.255
C  -5.091  -13.529  17.576
C  -5.322  -13.382  16.214
C  -4.553  -13.913  13.554
C  -4.245  -13.121  12.423
C  -3.068  -13.306  11.724
C  -2.075  -14.181  12.211
C  -2.313  -14.797  13.408
C  -3.518  -14.632  14.112
H  -5.978  -16.438  13.960
H  -7.437  -15.943  15.672
H  -7.207  -16.110  18.151
H  -5.775  -14.528  19.361
H  -4.356  -12.912  18.101
H  -4.752  -12.632  15.633
H  -4.985  -12.335  12.177
H  -2.835  -12.723  10.843
H  -1.167  -14.383  11.586
H  -1.527  -15.333  13.980
H  -3.503  -15.126  15.092
C  -9.905  -22.387  8.037
C  -10.093  -20.968  8.533
C  -11.487  -20.518  8.129
C  -9.977  -20.763  10.029
C  -10.491  -21.716  10.831
C  -10.468  -21.608  12.277
C  -9.810  -20.600  12.859
C  -8.936  -19.745  12.067
C  -8.563  -18.438  12.865
C  -5.974  -18.239  12.383
C  -9.644  -17.320  12.966
C  -9.316  -19.646  10.648
N  -9.069  -18.469  10.097
C  -9.406  -17.764  9.029
C  -8.984  -16.424  8.980
N  -8.443  -15.735  9.951
C  -8.031  -14.306  9.639
C  -8.904  -13.275  9.969
C  -8.422  -11.940  9.988
C  -7.159  -11.674  9.551
C  -6.395  -12.688  8.987
C  -6.775  -14.020  8.944
C  -5.921  -15.105  8.249
C  -5.717  -14.841  6.714
C  -4.530  -15.242  8.903
C  -10.406  -13.255  10.131
C  -11.153  -14.570  10.178
C  -11.034  -12.398  9.023
H  -9.911  -22.431  6.974
H  -10.624  -23.153  8.442
H  -8.944  -22.835  8.355
H  -9.350  -20.272  8.098
H  -12.209  -21.103  8.581
H  -11.562  -20.762  7.024
H  -11.691  -19.496  8.257
H  -10.879  -22.638  10.357
H  -11.007  -22.372  12.910
H  -9.941  -20.443  13.894
H  -8.244  -18.576  13.874
H  -7.688  -18.067  11.152
H  -5.614  -18.943  11.652
H  -5.296  -17.420  12.092
H  -9.917  -16.933  11.976
H  -9.357  -16.526  13.696
H  -10.588  -17.694  13.366
H  -9.928  -18.194  8.144
H  -9.065  -16.056  7.957
H  -9.063  -11.129  10.255
H  -6.773  -10.669  9.664
H  -5.450  -12.369  8.506
H  -6.317  -16.189  8.274
H  -5.219  -13.905  6.495
H  -6.696  -14.800  6.170
H  -5.082  -15.663  6.295
H  -3.982  -14.326  8.854
H  -3.987  -16.092  8.406
H  -4.641  -15.487  9.945
H  -10.534  -12.691  11.052
H  -11.204  -15.066  9.228
H  -12.217  -14.405  10.426
H  -10.690  -15.330  10.798
H  -10.762  -12.781  8.021
H  -10.647  -11.388  9.152
H  -12.134  -12.446  9.086
C  -5.934  -20.167  16.456
C  -4.683  -20.070  15.565
C  -4.851  -19.924  14.038
C  -3.446  -19.952  13.363
C  -3.328  -19.839  11.844
C  -5.579  -21.195  13.445
O  -5.033  -22.247  13.160
N  -7.017  -20.961  13.224
C  -7.432  -20.506  11.962
O  -6.811  -20.542  10.906
N  -7.351  -17.801  12.129
C  -5.617  -18.609  13.820
O  -5.799  -17.763  14.716
H  -5.797  -20.825  17.347
H  -6.675  -20.669  15.875
H  -6.348  -19.207  16.723
H  -3.994  -20.909  15.730
H  -4.129  -19.180  15.922
H  -3.020  -20.935  13.661
H  -2.847  -19.134  13.748
H  -3.954  -20.550  11.355
H  -2.325  -20.184  11.490
H  -3.481  -18.883  11.384
H  -7.663  -21.534  13.788

Its net charge is -1. The HOMO energy (spin up / spin down) comes out at -1.735 / -2.013 eV. Its multiplicity is 1. The orbital gap (spin up / spin down) is 3.89 / 4.14 eV. For the total energy, the calculation gives -89661.557 eV. For the lowest unoccupied orbital energy (spin up / spin down), the calculation gives 2.16 / 2.13 eV.